Here is a molecular structure, C33H45CaN10O2 from the Open Molecules 2025 dataset. Energies are from ωB97M-V/def2-TZVPD.

Geometry as XYZ:
```
91
C33H45CaN10O2 ωB97M-V/def2-TZVPD
Ca -0.47 -0.85 -0.09
C -1.02 -1.36 4.48
C -0.57 -1.26 3.05
N -1.34 -1.44 2.05
C -2.79 -1.60 2.18
C -3.50 -1.39 0.83
N -2.93 -0.27 0.07
C -3.74 0.14 -1.09
C -3.17 1.39 -1.75
N -1.85 1.18 -2.34
C -1.00 2.37 -2.35
C 0.48 2.04 -2.44
N 0.96 1.17 -1.33
C 2.82 -0.40 -0.40
C 4.19 0.27 -0.58
C 2.45 -0.40 1.11
C 3.38 -0.07 2.10
C 3.05 -0.21 3.43
C 1.78 -0.64 3.79
C 0.88 -0.91 2.77
N 1.24 -0.82 1.49
H -2.09 -1.20 4.58
H -0.51 -0.64 5.11
H -0.79 -2.36 4.85
H -3.18 -0.87 2.90
H -3.04 -2.59 2.57
H -4.57 -1.24 1.03
H -3.43 -2.29 0.22
H -2.81 0.53 0.69
H -4.77 0.34 -0.79
H -3.75 -0.69 -1.80
H -3.14 2.19 -0.99
H -3.87 1.72 -2.52
H -1.38 0.52 -1.75
H -1.19 2.99 -1.47
H -1.25 2.98 -3.23
H 1.04 2.97 -2.38
H 0.73 1.54 -3.38
H 4.45 0.32 -1.63
H 4.97 -0.27 -0.05
H 4.15 1.29 -0.19
H 4.36 0.29 1.83
H 3.78 0.03 4.19
H 1.51 -0.74 4.83
O 1.45 3.27 0.19
C 0.59 2.45 0.52
N 0.28 1.30 -0.10
C 1.97 0.30 -1.56
O 2.35 0.06 -2.69
C 2.83 -1.87 -0.84
C 3.94 -2.48 -1.40
C 3.83 -3.79 -1.84
C 2.62 -4.45 -1.70
C 1.56 -3.76 -1.14
N 1.66 -2.50 -0.71
C -0.27 2.74 1.74
C -0.08 3.94 2.41
C -0.85 4.21 3.53
C -1.78 3.28 3.94
C -1.91 2.11 3.20
N -1.18 1.83 2.12
H 4.87 -1.94 -1.51
H 4.68 -4.29 -2.28
H 2.48 -5.47 -2.03
H 0.59 -4.22 -1.03
H 0.68 4.61 2.04
H -0.72 5.14 4.06
H -2.41 3.44 4.80
H -2.64 1.36 3.50
C -1.62 -4.51 -5.78
C -2.33 -3.33 -5.14
N -2.25 -3.31 -3.68
C -3.13 -4.23 -2.96
C -2.43 -5.46 -2.41
C -1.41 -2.50 -3.00
C -0.49 -1.61 -3.79
N -1.34 -2.42 -1.70
H -1.62 -4.41 -6.86
H -2.10 -5.45 -5.53
H -0.58 -4.56 -5.44
H -3.40 -3.34 -5.40
H -1.95 -2.39 -5.53
H -3.91 -4.53 -3.66
H -3.65 -3.68 -2.16
H -1.98 -6.04 -3.21
H -3.14 -6.10 -1.89
H -1.64 -5.20 -1.71
H 0.00 -2.16 -4.59
H 0.29 -1.21 -3.14
H -1.03 -0.77 -4.22
H -1.98 -3.09 -1.27
```

Computed properties:
Largest force on an atom   0.67 eV Å⁻¹
Kohn-Sham gap   7.93 eV
Net charge   +1